# 1
An isolated ion of composition C12H13NOP and charge +1 at a distorted geometry, computed with ωB97M-V/def2-TZVPD.

* HOMO level (alpha / beta): -10.04 / -9.98 eV
* strongest force on any atom: 4.17 eV Å⁻¹
* HOMO-LUMO gap (alpha / beta): 4.352 / 4.969 eV
* lowest unoccupied orbital energy (alpha / beta): -0.20902 / -0.18398 Eh
* energy: -936.013601 Eh

```
! wB97M-V def2-TZVPD RIJCOSX def2/J DEFGRID3
* xyz 1 1
H 3.08 2.76 -0.14
H 1.76 1.44 3.11
H -0.01 1.36 2.80
C -0.35 0.51 0.06
C 2.73 2.24 0.70
C 1.38 1.86 1.08
H -3.59 1.10 0.76
C -2.86 -0.68 -0.15
P 1.77 -0.21 -2.06
C -0.47 -0.73 -0.61
H 3.22 2.83 1.48
C 0.93 1.90 2.49
O 0.85 1.13 0.04
C -2.71 0.54 0.49
N 0.58 -1.17 -1.35
H -2.72 -3.35 -1.15
H 1.43 -2.74 -2.28
H -1.42 2.02 1.36
C -1.87 -2.70 -1.17
C -1.71 -1.38 -0.64
H -0.85 -4.10 -2.39
H 2.11 -1.20 -2.91
C -1.47 1.15 0.65
C -0.67 -3.22 -1.74
H 3.34 1.32 0.65
H 0.86 2.96 2.72
H -3.83 -1.19 -0.06
C 0.49 -2.47 -1.74
*
```

These are the Mulliken partial charges, in e, on atoms 1 to 4:
1 H 0.41
2 H 0.38
3 H 0.47
4 C 1.11


# 2
A 2-piece molecular cluster, C4H8N2 overall at a distorted geometry, computed with ωB97M-V/def2-TZVPD.

* energy relative to the best compared isomer or geometry (same formula, charge and spin): 146.7 kJ/mol
* HOMO level (alpha / beta): -5.05 / -9.87 eV
* strongest force on any atom: 3.25 eV Å⁻¹
* HOMO-LUMO gap (alpha / beta): 5.951 / 8.456 eV
* lowest unoccupied orbital energy (alpha / beta): 0.03317 / -0.05196 Eh
* energy: -266.488389 Eh

```
! wB97M-V def2-TZVPD RIJCOSX def2/J DEFGRID3
* xyz 0 3
N 0.72 1.87 0.43
N 2.71 -1.13 0.11
H -2.10 1.35 -0.78
H 2.65 -0.73 -0.83
C 1.18 0.79 0.76
H 1.22 2.71 0.29
C -1.97 0.33 -0.65
H -3.99 -0.27 -0.94
H 2.36 -2.11 0.08
H -0.92 0.17 -0.59
H -2.98 -1.54 -0.30
H 2.10 -0.58 2.08
C -2.94 -0.54 -0.70
C 1.95 -0.31 1.04
*
```

These are the Mulliken partial charges, in e, on atoms 1 to 4:
1 N -0.53
2 N -0.59
3 H 0.22
4 H 0.34


# 3
C34H40ClI2N2O2PTa as an isolated structure, computed with ωB97M-V/def2-TZVPD.

* energy relative to the best compared isomer or geometry (same formula, charge and spin): 24.7 kJ/mol
* HOMO level: -15.86 eV
* strongest force on any atom: 0.65 eV Å⁻¹
* HOMO-LUMO gap: 4.794 eV
* lowest unoccupied orbital energy: -0.40674 Eh
* energy: -3032.670535 Eh

```
! wB97M-V def2-TZVPD RIJCOSX def2/J DEFGRID3
* xyz 3 1
H 0.05 4.23 3.30
H -0.68 4.20 0.62
C 2.33 0.29 -3.53
C -1.92 2.33 3.14
N -0.89 2.73 2.14
H -2.06 -1.70 3.64
C -1.25 3.73 -3.18
H 2.64 -0.41 4.10
C 0.40 -3.77 -1.63
H -0.69 0.80 4.03
H 2.21 -4.77 -2.20
C -1.04 2.90 -2.05
H 0.59 2.59 3.66
C 1.84 -0.69 -1.40
H -2.33 -5.74 -2.15
O -2.05 1.45 -0.47
C -1.75 -4.89 -1.79
C 1.51 -1.89 1.28
C 3.17 -0.53 -1.02
C -1.34 -1.38 2.88
H 2.61 -4.56 3.04
C 2.40 -1.19 3.39
H 1.14 3.39 2.18
C -0.24 -2.75 -0.90
C 3.66 0.43 -3.16
C 1.79 -0.87 2.18
H -0.23 0.12 -4.02
C -0.03 -0.46 -3.12
C -1.68 0.92 3.58
H 5.12 0.13 -1.62
H -0.25 -1.51 -3.36
Cl -0.44 5.47 -5.05
I -6.46 -2.09 -1.87
H -1.88 3.01 4.00
H -0.76 -0.17 -2.35
H 2.05 -3.16 -2.88
C 0.30 3.26 2.86
C -3.17 -0.11 1.94
N -1.75 -0.01 2.41
H -2.09 -1.99 -0.13
O 0.44 1.97 -0.44
C 1.45 0.57 1.83
C 0.25 2.82 -1.49
H 2.28 3.46 -1.57
H -1.36 -2.08 2.05
C 4.08 0.03 -1.90
C 1.29 3.55 -2.00
H -3.81 -0.37 2.79
C 1.87 -3.76 -1.98
H -3.10 2.22 -2.01
I -4.27 -0.60 -1.94
H 3.17 -2.76 4.63
H 0.08 -5.63 -2.62
H -3.52 0.81 1.49
H -2.90 2.44 2.70
C 1.79 -3.22 1.58
C -0.39 -4.83 -2.06
C -1.61 -2.81 -0.65
H -2.24 3.79 -3.62
H 1.87 4.95 -3.52
H 1.53 -4.01 0.89
H -1.69 4.68 1.99
H 4.36 0.86 -3.86
P 0.67 -1.38 -0.21
C -2.37 -3.87 -1.09
C -1.43 3.85 1.33
C 2.39 -3.53 2.79
H -2.33 3.54 0.80
H -3.26 -0.90 1.19
C -2.12 2.17 -1.52
C 1.06 4.37 -3.10
H 2.50 -3.36 -1.19
H 2.01 0.59 -4.52
H -2.42 0.61 4.32
Ta -0.42 0.84 0.76
H 3.51 -0.88 -0.05
H 2.22 0.99 1.18
H -0.35 -1.35 3.31
C 1.39 -0.28 -2.66
H 1.51 1.17 2.74
C -0.21 4.46 -3.69
H -3.44 -3.90 -0.89
C 2.70 -2.52 3.69
*
```

These are the Mulliken partial charges, in e, on atoms 1 to 4:
1 H 0.48
2 H 0.35
3 C -0.57
4 C -0.89


# 4
A single C5H10N2 molecule at a distorted geometry, computed with ωB97M-V/def2-TZVPD.

* energy relative to the best compared isomer or geometry (same formula, charge and spin): 217.6 kJ/mol
* HOMO level: -7.67 eV
* SMILES string: C/N=C(C)\C=C\N
* strongest force on any atom: 2.49 eV Å⁻¹
* HOMO-LUMO gap: 8.510 eV
* lowest unoccupied orbital energy: 0.03083 Eh
* energy: -305.940987 Eh

```
! wB97M-V def2-TZVPD RIJCOSX def2/J DEFGRID3
* xyz 0 1
C 0.99 -0.02 0.01
C -0.54 -1.87 0.20
N -2.28 1.35 -0.25
H -0.91 -1.60 -0.81
C -1.06 0.98 0.23
H 2.74 1.22 -0.28
H 2.81 0.16 1.13
H 0.26 1.49 -1.46
H -0.13 -2.89 0.13
H -3.08 1.26 0.36
H 3.01 -0.53 -0.49
H -1.40 -1.93 0.87
C 0.10 0.93 -0.55
H -2.45 1.23 -1.24
N 0.46 -0.98 0.75
H -1.01 0.97 1.31
C 2.48 0.23 0.09
*
```

These are the Mulliken partial charges, in e, on atoms 1 to 4:
1 C 0.72
2 C -0.77
3 N -0.47
4 H 0.32


# 5
C38H41GaN2O7 as an isolated structure at a distorted geometry, computed with ωB97M-V/def2-TZVPD.

* HOMO level: 0.51 eV
* strongest force on any atom: 2.98 eV Å⁻¹
* HOMO-LUMO gap: 2.802 eV
* lowest unoccupied orbital energy: 0.12183 Eh
* energy: -4033.547770 Eh

```
! wB97M-V def2-TZVPD RIJCOSX def2/J DEFGRID3
* xyz -2 1
C -1.22 -2.11 0.37
O 2.68 -2.03 3.48
H -0.63 0.33 -3.50
H 0.77 -3.63 2.58
H -4.80 3.13 -0.89
H -1.11 0.98 3.80
C -3.81 2.75 -4.15
C -4.92 2.93 -3.09
H 2.82 -6.61 3.96
H -2.30 4.26 -3.82
C -0.15 1.07 3.29
H 6.97 1.10 2.64
C 0.11 1.83 2.13
O -6.99 2.56 -4.20
C 5.56 -5.01 1.69
H -7.67 5.83 -1.55
H -8.75 1.62 -3.61
C 4.46 -2.73 1.92
H 3.15 0.70 2.97
H -1.62 -1.90 -0.61
N 4.47 -2.50 0.49
C -8.06 1.65 -4.47
C 6.18 -2.54 3.77
C -1.55 0.89 -3.66
C 1.07 0.45 3.69
H 8.04 0.16 4.69
H 6.33 -4.56 1.05
C 4.68 -6.94 2.88
C 2.09 0.86 2.81
C -5.52 4.33 -3.21
H -7.99 4.31 -2.45
H -2.73 -1.19 1.74
H -8.57 2.04 -5.36
C -0.99 -2.25 2.67
H 4.77 -7.98 3.18
C -7.38 4.79 -1.67
H -2.97 4.43 -1.63
C 3.50 -4.83 2.98
H -0.02 3.91 -4.37
H -2.31 0.53 -2.96
O -6.38 1.04 -2.65
C -1.66 2.78 -1.19
H 5.42 -0.30 1.29
H -1.89 0.69 -4.69
H 2.68 -4.25 3.39
H -7.66 0.64 -4.65
C -4.22 2.70 -1.72
O -5.62 4.94 -4.24
C 7.06 -1.76 4.51
H -1.90 1.83 -0.68
H 7.51 -2.18 5.41
H 6.50 -6.95 1.70
H 5.94 -3.56 4.10
C 4.49 -4.24 2.19
H 0.60 -3.37 -0.06
H 1.17 -0.22 4.54
C -0.31 2.87 -4.56
C 5.88 -0.70 2.20
C -6.14 2.06 -3.28
H -7.51 4.25 -0.73
C -0.03 -2.86 0.66
C 6.76 0.08 2.95
H 1.98 2.13 0.92
C 1.49 1.66 1.78
H -1.18 -2.09 3.73
C 0.07 -2.98 2.08
H 0.59 2.25 -4.59
O 2.91 -1.50 -1.02
C 3.17 -2.03 2.34
H -0.59 2.50 1.64
Ga 1.06 -0.42 0.15
C -2.87 3.37 -1.91
C 7.35 -0.45 4.11
H -4.12 1.61 -1.59
C -1.26 2.39 -3.46
C 3.36 -1.79 0.11
C 3.60 -6.18 3.33
H 5.10 -2.92 -0.16
C 5.65 -6.36 2.05
H -0.82 2.80 -5.53
H -1.25 3.48 -0.45
C -1.81 -1.75 1.62
O -0.62 2.54 -2.16
C -2.56 3.26 -3.45
C 5.58 -2.00 2.62
H -4.06 3.32 -5.05
O -5.97 4.78 -2.00
N 2.66 -1.41 1.23
H -3.74 1.68 -4.39
*
```

These are the Mulliken partial charges, in e, on atoms 1 to 4:
1 C -0.52
2 O -0.67
3 H 0.46
4 H 0.27


- What is the formula in the second record?
  C4H8N2